C29H106F3NO32 | ωB97M-V/def2-TZVPD

- Kohn-Sham gap (Eh) = 0.2775
- LUMO level (eV) = -0.36
- HOMO energy (eV) = -7.91

Structure (XYZ):
```
171
Properties=species:S:1:pos:R:3:forces:R:3:lowdin_charge:R:1
C 1.3076 2.7134 3.7778 -0.176 0.579 -1.097 -0.08
C 2.0344 1.8873 2.6287 -0.909 1.008 2.174 -0.21
O 1.8295 2.6320 1.4203 1.100 -1.977 0.092 -0.07
C 2.5627 2.1000 0.3074 -0.800 1.357 -1.970 -0.46
C 1.5924 2.2524 -0.9392 -0.626 0.436 0.849 -0.10
C 0.3451 1.2743 -0.8655 0.811 0.331 -0.080 -0.16
C -0.4323 1.2584 -2.2505 -0.605 0.140 1.469 -0.16
C -1.7881 2.1138 -2.1657 0.167 -0.847 -1.106 -0.18
C -3.0777 1.2277 -2.4347 -0.409 0.027 0.810 -0.19
C -4.0468 1.2100 -1.1809 -0.580 0.262 -0.226 -0.20
C -5.3148 2.1289 -1.3903 -0.620 -0.342 0.075 -0.20
C -6.5328 1.3261 -2.0208 1.200 0.149 0.102 -0.21
C -7.1291 0.3016 -0.9767 -0.747 0.587 -1.017 -0.21
C -8.6568 0.6178 -0.6701 1.148 -0.027 0.686 -0.18
C -8.9391 0.5207 0.8831 -0.903 -0.430 -0.865 -0.15
C -10.1545 -0.4576 1.1394 0.587 0.823 0.682 -0.15
N -9.7065 -1.8561 1.2293 -0.133 -0.451 0.356 -0.15
C -9.2532 -2.4290 2.4067 0.650 -2.329 0.486 -0.13
C -8.9216 -3.8035 2.1888 -1.034 1.835 -2.139 -0.08
C -9.1935 -4.0290 0.7465 -0.359 1.537 0.891 -0.08
C -9.6847 -2.7997 0.2197 0.630 -1.225 0.582 -0.10
C 3.7710 3.0833 0.0432 -0.291 -0.198 0.310 -0.02
C 4.8460 3.1404 1.1799 0.496 1.223 -1.202 -0.22
O 5.3243 1.8757 1.6090 -0.378 0.761 0.672 -0.01
C 6.1073 3.8885 0.5657 -0.249 -2.200 -0.101 -0.48
F 5.7837 5.1147 0.0395 0.728 -0.698 0.797 0.10
F 6.5732 3.1090 -0.4767 -0.251 1.213 0.748 0.10
F 7.1436 3.9483 1.4508 -1.116 0.814 -0.880 0.13
O 2.9176 0.7314 0.4684 0.121 0.867 -0.255 -0.07
C 3.4130 0.1230 -0.7196 0.954 -1.711 0.374 -0.14
C 4.1776 -1.1862 -0.2515 0.165 0.753 -0.593 -0.26
C 5.6949 -0.8801 0.1009 -0.321 -0.837 -0.379 -0.11
C 6.7035 -1.8076 -0.6694 0.419 0.186 0.526 -0.18
C 6.6908 -3.2849 -0.1247 0.215 0.298 -0.443 -0.15
C 7.6606 -3.3378 1.1169 -0.681 0.474 -1.044 -0.24
O 7.1779 -4.2428 2.1368 0.502 0.802 -0.060 -0.09
O 4.1206 -2.1087 -1.3686 -0.764 -0.311 0.561 -0.21
C 2.9256 -2.8980 -1.2846 -0.684 -0.004 -0.215 -0.09
H 2.0251 3.3405 4.3641 -0.532 -0.674 -0.446 0.06
H 0.6659 2.0784 4.4182 0.825 0.500 -0.332 0.03
H 0.6152 3.4441 3.2767 0.563 -0.712 0.362 0.09
H 3.1139 1.8360 2.9390 -0.816 -0.354 -0.714 0.10
H 1.5530 0.8780 2.6160 0.713 0.692 -0.409 0.13
H 2.1384 2.2095 -1.9151 -0.353 -0.293 0.793 0.12
H 1.1876 3.2971 -0.8603 0.407 -0.862 -0.221 0.12
H -0.2853 1.6484 -0.0165 0.329 -0.373 -0.849 0.11
H 0.6782 0.2468 -0.5530 -0.252 0.869 -0.458 0.10
H -0.7187 0.1922 -2.4520 0.407 0.979 -0.162 0.09
H 0.2592 1.6539 -3.0316 -0.673 -0.475 0.424 0.10
H -1.7460 2.8778 -2.9760 0.018 -0.238 0.902 0.09
H -1.8856 2.5935 -1.1604 0.211 -0.199 -0.977 0.10
H -2.7978 0.1654 -2.6719 -0.136 1.020 0.057 0.10
H -3.6813 1.6339 -3.2920 0.690 -0.447 0.579 0.10
H -3.5123 1.5717 -0.2682 -0.248 -0.415 -0.698 0.10
H -4.4207 0.1766 -0.9778 0.428 0.830 -0.081 0.08
H -5.0621 2.9960 -2.0503 -0.108 -0.528 0.596 0.10
H -5.6878 2.5159 -0.4026 0.496 -0.129 -0.820 0.11
H -6.1110 0.7980 -2.9150 -0.491 0.333 0.727 0.08
H -7.3020 2.0530 -2.4018 0.544 -0.631 0.425 0.10
H -7.0668 -0.7100 -1.4365 0.057 0.759 0.783 0.07
H -6.5321 0.3408 -0.0372 -0.432 -0.082 -0.744 0.09
H -9.2862 -0.1291 -1.2112 0.337 0.746 0.266 0.09
H -8.8754 1.6591 -1.0175 -0.091 -0.944 0.174 0.10
H -8.0452 0.0874 1.3865 -0.711 0.499 -0.118 0.11
H -9.1875 1.5389 1.2816 0.326 -0.956 -0.153 0.11
H -10.9321 -0.3188 0.3472 0.619 -0.349 0.699 0.13
H -10.5935 -0.2010 2.1394 0.187 -0.210 -0.887 0.11
H -9.1513 -1.9346 3.3961 -0.272 0.074 -1.207 0.13
H -8.5508 -4.5368 2.9236 -0.303 0.710 -0.587 0.09
H -9.0804 -4.9604 0.1650 -0.063 0.758 0.525 0.09
H -10.0069 -2.5327 -0.8020 0.262 -0.256 0.840 0.12
H 3.3211 4.1100 -0.0164 0.217 -1.095 0.027 0.12
H 4.1755 2.8709 -0.9735 0.123 0.060 0.904 0.12
H 4.4735 3.7963 2.0048 0.157 -0.693 -0.397 0.17
H 5.4038 1.9365 2.5764 0.107 -0.170 -0.564 0.10
H 2.6262 -0.2308 -1.4285 0.225 0.706 0.609 0.11
H 4.1716 0.7232 -1.2785 -0.723 -0.066 0.433 0.14
H 3.6270 -1.6440 0.6125 0.491 0.464 -0.609 0.15
H 5.8025 -1.0727 1.1972 0.170 0.402 -0.745 0.10
H 5.9455 0.1793 -0.1266 -0.298 -0.717 0.364 0.10
H 7.7300 -1.3964 -0.4490 -0.843 -0.284 -0.329 0.11
H 6.5740 -1.7197 -1.7718 -0.115 -0.222 0.829 0.11
H 5.6393 -3.5782 0.1410 1.009 0.215 -0.016 0.11
H 7.0339 -4.0030 -0.9235 -0.376 0.693 0.849 0.09
H 8.6788 -3.6219 0.7591 -0.987 -0.102 0.541 0.08
H 7.7508 -2.2903 1.5074 -0.062 -0.913 0.006 0.11
H 6.7142 -3.6726 2.7729 0.134 -0.597 -0.187 0.08
H 2.0070 -2.2612 -1.4367 0.741 -0.507 0.275 0.09
H 2.8411 -3.4114 -0.2953 0.130 0.403 -0.610 0.10
H 2.8899 -3.6847 -2.0740 0.467 0.700 0.454 0.10
O -7.5540 -1.2815 -3.5907 -0.439 -0.944 0.070 -0.06
H -7.8681 -0.3782 -3.6902 0.129 -0.072 -0.054 0.04
H -6.8562 -1.3570 -4.2512 -0.037 0.410 0.017 0.02
O 3.1706 -0.1960 -4.1676 0.165 -0.264 0.091 -0.04
H 2.7639 -0.9416 -4.6251 -0.032 0.088 0.019 0.06
H 3.6176 -0.6009 -3.4101 -0.058 -0.025 0.010 0.02
O -6.3484 0.2887 -5.2572 0.367 0.555 -0.640 -0.06
H -6.6595 1.1958 -5.3615 0.034 -0.047 0.091 0.06
H -5.6498 0.2028 -5.9176 -0.083 -0.168 0.017 0.06
O -8.4784 -3.8084 -5.0128 0.120 0.046 -0.241 -0.07
H -9.0373 -3.6983 -5.7897 0.023 -0.061 0.076 0.04
H -8.2817 -2.9023 -4.7333 -0.135 0.087 0.311 -0.01
O 7.0232 -6.1923 -2.0728 0.109 -0.204 -0.005 -0.06
H 6.6912 -6.7464 -1.3569 -0.002 0.120 0.000 0.04
H 7.6263 -6.7699 -2.5545 -0.058 0.068 -0.010 0.04
O 5.6469 4.7535 -2.9700 0.042 0.058 0.082 -0.04
H 6.0902 4.7453 -2.1140 0.016 -0.098 -0.092 0.01
H 5.1745 5.5926 -2.9836 -0.031 -0.122 -0.134 0.04
O 2.6737 6.3159 0.6589 0.093 0.237 -0.317 -0.05
H 2.7488 7.2666 0.8240 0.092 -0.034 0.265 0.02
H 3.5830 6.0347 0.5043 -0.035 0.079 0.078 0.01
O -5.1788 -1.8735 -0.2929 0.174 -0.263 0.171 -0.05
H -5.6306 -2.2293 0.4855 -0.192 0.002 -0.081 0.05
H -5.1730 -2.6099 -0.9156 -0.080 0.010 0.093 0.06
O 4.1960 8.8442 1.6568 0.171 0.010 -0.052 -0.05
H 4.2679 9.7914 1.8200 -0.127 -0.060 -0.032 0.05
H 5.1052 8.5633 1.5022 -0.074 -0.010 0.035 0.04
O 10.5261 -2.3621 1.3387 0.391 -0.156 -0.061 -0.06
H 11.4616 -2.5133 1.1547 0.033 0.258 0.238 0.05
H 10.3327 -2.9595 2.0745 0.015 0.014 -0.012 0.05
O 10.5308 -4.8604 -0.3120 0.060 0.089 -0.157 -0.06
H 9.9744 -4.7472 -1.0917 0.016 -0.064 0.060 0.04
H 10.7592 -3.9567 -0.0512 -0.259 -0.171 -0.008 0.00
O -3.2600 -3.5979 0.8820 0.161 0.104 0.229 -0.07
H -2.8239 -3.9220 0.0834 -0.159 -0.008 0.002 0.00
H -3.5577 -2.7078 0.6430 0.034 -0.126 -0.147 0.01
O 6.8588 2.0578 -4.3656 0.339 0.158 0.107 -0.06
H 6.3796 2.8295 -4.0416 -0.110 0.048 0.036 0.01
H 7.2279 2.3478 -5.2069 -0.087 0.023 0.061 0.04
O 9.6966 -5.4979 3.2287 -0.119 0.028 -0.254 -0.05
H 9.9412 -6.4123 3.0474 0.082 0.085 0.088 0.06
H 8.9747 -5.3223 2.6053 -0.106 0.096 -0.032 0.02
O -6.0458 -2.6017 -6.6428 0.108 -0.108 0.045 -0.06
H -6.2329 -3.3231 -6.0278 -0.172 0.041 -0.063 0.02
H -6.3309 -2.9449 -7.4966 0.023 0.064 0.060 0.04
O -12.3248 -1.8103 3.7175 0.175 0.440 0.027 -0.05
H -12.6758 -0.9120 3.6739 -0.233 -0.153 -0.134 0.04
H -11.6642 -1.8398 3.0111 -0.031 -0.280 0.056 0.00
O -2.8301 -4.3185 -2.0489 0.013 -0.077 -0.184 -0.04
H -3.4555 -4.0286 -2.7224 0.044 0.038 0.083 0.04
H -2.4043 -5.0898 -2.4402 -0.003 0.040 0.100 0.05
O -5.8913 -3.3060 2.8917 0.336 0.061 -0.028 -0.06
H -4.9626 -3.3908 2.6356 -0.003 -0.124 -0.029 0.02
H -6.0001 -3.9543 3.5957 -0.051 0.059 -0.080 0.04
O 5.9170 -0.7696 4.2828 -0.134 0.152 -0.156 -0.05
H 5.3560 -0.6240 3.5104 0.019 -0.080 0.031 0.02
H 6.1370 0.1184 4.5851 0.106 -0.132 0.052 0.03
O 7.6537 -4.9204 5.2014 -0.024 0.221 -0.128 -0.07
H 7.3535 -4.0106 5.1019 0.013 -0.070 0.145 0.02
H 8.3276 -5.0276 4.5094 0.006 -0.155 0.249 -0.02
O -11.4508 0.4223 5.7336 -0.077 -0.010 -0.050 -0.06
H -11.8311 0.0212 6.5227 0.046 0.038 -0.057 0.04
H -11.4646 -0.2885 5.0805 0.100 -0.162 0.167 -0.01
O 2.7042 8.1417 -2.1471 0.102 -0.172 0.091 -0.06
H 3.6372 8.0105 -2.3460 -0.080 0.107 -0.016 0.02
H 2.5260 7.5174 -1.4303 -0.073 -0.048 -0.027 0.00
O 5.4420 0.2777 -6.0784 0.087 -0.454 -0.213 -0.08
H 4.8762 -0.0575 -5.3701 -0.182 0.290 -0.037 -0.01
H 6.3172 0.2951 -5.6782 -0.134 0.139 0.066 0.01
O 2.0237 1.9892 6.5388 0.292 -0.044 0.427 -0.05
H 2.1023 2.9370 6.6955 -0.101 -0.062 -0.029 0.05
H 2.9323 1.6989 6.4009 -0.092 -0.052 0.037 0.05
O 0.0658 4.9679 -2.2974 -0.021 0.253 -0.159 -0.05
H -0.4078 5.7415 -1.9703 0.020 -0.103 0.078 0.04
H 0.4179 5.2617 -3.1458 0.035 -0.085 0.058 0.04
O -1.4016 1.5291 4.3853 -0.418 -0.111 -0.022 -0.06
H -1.8540 1.1843 5.1645 0.130 -0.098 -0.043 0.03
H -1.4111 0.7915 3.7646 -0.004 0.058 0.044 0.05
O -0.4146 0.0712 6.9602 -0.153 -0.031 0.111 -0.06
H -0.3340 1.0188 7.1162 0.188 -0.084 -0.049 0.02
H 0.4935 -0.2175 6.8214 -0.059 0.122 -0.032 0.03
```
Forces are in eV/Å.